1.
{"formula": "C21H32AlClN6OPS2", "method": "ωB97M-V/def2-TZVPD", "species": ["Al", "C", "S", "C", "S", "N", "N", "C", "C", "C", "C", "C", "C", "N", "H", "H", "H", "H", "H", "H", "H", "H", "C", "N", "C", "P", "O", "N", "C", "C", "N", "C", "C", "H", "H", "H", "H", "H", "H", "H", "H", "H", "H", "H", "H", "H", "H", "H", "H", "H", "H", "Cl", "C", "C", "C", "C", "C", "C", "C", "H", "H", "H", "H", "H", "H"], "xyz": [[0.5005, -0.1494, 0.6459], [-1.1508, -3.8953, 4.4902], [-0.1372, -4.2194, 3.0214], [-0.0380, -2.6485, 2.3192], [0.8489, -2.5029, 0.8650], [-0.6324, -1.6514, 2.9342], [-0.6037, -0.4966, 2.3039], [-1.0412, 0.5879, 2.8700], [-0.9852, 1.7680, 2.0706], [-1.3924, 3.0323, 2.5023], [-1.2757, 4.1039, 1.6414], [-0.7435, 3.8934, 0.3715], [-0.3685, 2.6129, 0.0180], [-0.5036, 1.5715, 0.8274], [-1.1882, -4.8195, 5.0576], [-2.1468, -3.6046, 4.1729], [-0.6912, -3.0991, 5.0675], [-1.4235, 0.5950, 3.8820], [-1.7807, 3.1523, 3.5001], [-1.5926, 5.0890, 1.9457], [-0.6296, 4.7060, -0.3281], [0.0441, 2.3893, -0.9547], [-2.2398, -0.5884, -4.1728], [-1.1898, -0.1781, -3.2661], [-0.5150, 1.0456, -3.6492], [-0.3743, -1.2071, -2.2559], [0.0320, -0.3611, -1.0447], [-1.4969, -2.3743, -1.9184], [-1.1571, -3.7657, -1.6912], [-2.6358, -1.9191, -1.1436], [0.9740, -1.8859, -2.9155], [2.3325, -1.7101, -2.4422], [0.8458, -2.5524, -4.2006], [-3.0061, 0.1869, -4.1974], [-2.6866, -1.5151, -3.8256], [-1.8659, -0.7331, -5.1898], [-1.1909, 1.8937, -3.5166], [-0.1975, 1.0141, -4.6940], [0.3641, 1.1846, -3.0224], [-0.2041, -3.9990, -2.1561], [-1.9357, -4.3924, -2.1311], [-1.0825, -3.9995, -0.6269], [-2.8597, -0.8855, -1.4018], [-2.4433, -1.9809, -0.0671], [-3.5010, -2.5405, -1.3725], [2.3199, -1.2736, -1.4436], [2.8977, -1.0594, -3.1158], [2.8368, -2.6790, -2.3942], [-0.2056, -2.7421, -4.4114], [1.3783, -3.5073, -4.1809], [1.2686, -1.9433, -5.0060], [2.0665, 5.8402, 4.0028], [2.1490, 4.3224, 3.1734], [2.0464, 3.1383, 3.8873], [2.1124, 1.9324, 3.2170], [2.2900, 1.8759, 1.8352], [2.3442, 0.5736, 1.1209], [2.3846, 3.0831, 1.1436], [2.3225, 4.2978, 1.7989], [1.9277, 3.1634, 4.9587], [2.0505, 1.0115, 3.7787], [2.8491, -0.1590, 1.7617], [2.9757, 0.6789, 0.2303], [2.5332, 3.0726, 0.0736], [2.4156, 5.2209, 1.2492]], "charge": 1, "homo_lumo_gap_ev": 6.5680, "multiplicity": 1}

2.
{"formula": "C7H6GaO6", "method": "ωB97M-V/def2-TZVPD", "species": ["O", "C", "Ga", "O", "C", "C", "O", "C", "O", "C", "O", "C", "C", "O", "H", "H", "H", "H", "H", "H"], "xyz": [[1.2175, -2.9670, -2.0311], [0.7899, -2.0625, -1.4636], [0.0365, -0.4295, -0.4010], [-2.5749, 0.7240, -2.2691], [-1.6944, 0.2735, -1.7111], [-0.7503, 1.7291, 1.1612], [-1.0483, 2.6153, 1.8175], [1.2800, 1.1159, -1.2337], [1.9483, 2.0033, -1.5508], [-1.3312, -1.4078, 0.9359], [-2.0351, -1.8588, 1.7289], [2.8057, 0.2654, 3.2260], [2.4085, 0.5767, 1.8054], [1.6432, -0.5671, 1.2706], [1.8908, 0.1985, 3.8163], [3.4490, 1.0204, 3.6820], [3.3335, -0.6899, 3.2527], [1.7095, 1.4159, 1.6855], [3.2635, 0.7299, 1.1283], [2.2780, -1.1545, 0.8262]], "charge": 3, "homo_lumo_gap_ev": 8.1117, "multiplicity": 1, "relative_energy_kcal_mol": 0.00}

3.
{"formula": "C27H40N4O2", "method": "ωB97M-V/def2-TZVPD", "species": ["C", "C", "C", "C", "N", "C", "C", "C", "C", "C", "C", "C", "N", "C", "C", "O", "N", "C", "C", "C", "C", "N", "C", "C", "C", "C", "C", "C", "C", "C", "C", "C", "O", "H", "H", "H", "H", "H", "H", "H", "H", "H", "H", "H", "H", "H", "H", "H", "H", "H", "H", "H", "H", "H", "H", "H", "H", "H", "H", "H", "H", "H", "H", "H", "H", "H", "H", "H", "H", "H", "H", "H", "H"], "xyz": [[5.5868, 1.0637, 1.9958], [4.4601, 0.0429, 1.9005], [4.7751, -1.2276, 2.6839], [3.6065, -2.2168, 2.6612], [2.4104, -1.6456, 3.2572], [2.3630, -1.7331, 4.7030], [2.0707, -3.1227, 5.2919], [2.0831, -3.0941, 6.8174], [1.7832, -4.4646, 7.4125], [1.1744, -2.0146, 2.5961], [0.9471, -1.1597, 1.3461], [-0.3732, -1.5203, 0.6673], [-0.6215, -0.7034, -0.5007], [0.1835, -0.8857, -1.6758], [-0.6599, -0.8176, -2.9469], [-0.5091, -1.6457, -3.8250], [-1.5093, 0.2278, -2.9936], [-1.6715, 1.0573, -1.8001], [-3.0143, 1.7990, -1.7427], [-3.2607, 2.4675, -3.0408], [-2.8307, 1.8873, -4.1953], [-3.1660, 2.6817, -5.2633], [-3.8178, 3.7903, -4.7985], [-4.3476, 4.8746, -5.4844], [-4.9565, 5.8639, -4.7420], [-5.0396, 5.7816, -3.3493], [-4.5177, 4.7097, -2.6612], [-3.8955, 3.6944, -3.3861], [-2.1377, 0.5662, -4.2978], [-3.1677, -0.5202, -4.6418], [-1.0583, 0.6577, -5.3875], [-1.5709, 0.2443, -0.4961], [-2.2887, 0.4720, 0.4568], [5.7537, 1.3514, 3.0314], [5.3435, 1.9584, 1.4273], [6.5134, 0.6495, 1.6033], [4.2905, -0.2124, 0.8518], [3.5377, 0.4699, 2.2956], [5.0090, -0.9610, 3.7157], [5.6553, -1.7167, 2.2604], [3.3884, -2.4697, 1.6217], [3.9130, -3.1464, 3.1654], [3.3232, -1.3806, 5.0861], [1.5948, -1.0336, 5.0481], [2.8195, -3.8365, 4.9416], [1.0945, -3.4687, 4.9454], [1.3401, -2.3749, 7.1697], [3.0619, -2.7541, 7.1641], [1.7967, -4.4219, 8.4991], [2.5245, -5.1922, 7.0887], [0.8024, -4.8119, 7.0949], [1.1493, -3.0818, 2.3172], [0.3490, -1.8315, 3.2870], [1.7722, -1.3008, 0.6467], [0.9298, -0.1093, 1.6380], [-1.2065, -1.3453, 1.3515], [-0.3707, -2.5742, 0.3690], [0.6665, -1.8637, -1.6448], [0.9642, -0.1127, -1.7478], [-0.8587, 1.8042, -1.7775], [-2.9822, 2.5087, -0.9168], [-3.8070, 1.0784, -1.5193], [-2.9742, 2.4850, -6.2298], [-4.2843, 4.9388, -6.5610], [-5.3794, 6.7214, -5.2442], [-5.5261, 6.5797, -2.8079], [-4.5871, 4.6498, -1.5855], [-3.9136, -0.5867, -3.8533], [-2.6685, -1.4792, -4.7438], [-3.6684, -0.2774, -5.5757], [-0.5124, -0.2767, -5.4625], [-1.5218, 0.8518, -6.3508], [-0.3618, 1.4625, -5.1598]], "homo_lumo_gap_ev": 8.4877, "multiplicity": 1, "relative_energy_kcal_mol": 1.62, "smiles": "CCCCN(CCCC)CCCN1CC(=O)N2[C@@H](Cc3c([nH]c4ccccc34)C2(C)C)C1=O"}

4.
{"formula": "C3H4O4Yb", "method": "ωB97M-V/def2-TZVPD", "species": ["C", "C", "O", "C", "O", "O", "O", "H", "H", "H", "Yb", "H"], "xyz": [[-3.3831, -0.9466, 0.0931], [-2.0831, -0.3453, 0.3875], [-0.9995, -1.0572, -0.2484], [0.2253, -0.7137, -0.0073], [0.5357, 0.2684, 0.7442], [1.1631, -1.4654, -0.4392], [-4.2516, 0.0622, -0.3333], [-3.7581, -1.4674, 1.0023], [-2.3867, 1.0037, -0.0417], [-3.5475, 1.1249, -0.4172], [2.9341, -0.2628, 0.5737], [-1.8128, -0.1230, 1.4313]], "homo_lumo_gap_ev": [2.1911, 2.1889], "multiplicity": 1, "relative_energy_kcal_mol": 145.79}

5.
{"formula": "C3H11N5", "method": "ωB97M-V/def2-TZVPD", "species": ["C", "C", "N", "N", "N", "H", "H", "H", "H", "H", "H", "H", "C", "N", "N", "H", "H", "H", "H"], "xyz": [[-0.0661, -2.0225, 0.2123], [-0.7932, 0.1205, -0.7293], [-0.9382, 0.8321, -1.8877], [-1.8306, 0.1426, 0.1269], [0.1107, -0.9153, -0.7162], [-0.1502, 0.7122, -2.5082], [-1.2599, 1.7819, -1.7469], [-1.6604, -0.1479, 1.0774], [-2.5450, 0.8433, 0.0029], [0.7100, -2.7546, -0.0029], [-1.0394, -2.4957, 0.0627], [0.0493, -1.7210, 1.2594], [1.2317, 1.1776, 1.3784], [1.0717, 1.1071, -0.0573], [1.4437, -0.2056, -0.4817], [1.8431, -0.1316, -1.4148], [0.3531, 0.8413, 1.9795], [1.3861, 2.2256, 1.6566], [2.0836, 0.6100, 1.7891]], "homo_lumo_gap_ev": 7.1991, "multiplicity": 1, "relative_energy_kcal_mol": 91.83}

6.
{"formula": "C20H21N3O2S", "method": "ωB97M-V/def2-TZVPD", "species": ["C", "C", "C", "C", "C", "C", "C", "C", "N", "C", "O", "C", "C", "C", "C", "N", "C", "N", "C", "C", "O", "C", "C", "S", "C", "C", "H", "H", "H", "H", "H", "H", "H", "H", "H", "H", "H", "H", "H", "H", "H", "H", "H", "H", "H", "H", "H"], "xyz": [[-3.4896, -3.5550, 1.7789], [-2.8554, -2.7969, 2.9444], [-1.3857, -2.5230, 2.7503], [-0.5342, -3.4959, 2.2431], [0.8072, -3.2401, 2.0252], [1.3304, -1.9954, 2.3290], [0.5102, -1.0208, 2.8619], [-0.8429, -1.2727, 3.0688], [-1.6583, -0.2687, 3.6250], [-1.6632, 1.0652, 3.3376], [-2.2357, 1.8519, 4.0660], [-0.9852, 1.4751, 2.0787], [-0.2598, 2.6691, 2.0716], [0.3821, 3.1134, 0.9358], [0.2870, 2.3623, -0.2311], [0.8663, 2.6649, -1.4264], [0.5914, 1.7971, -2.3352], [0.9664, 1.9006, -3.6192], [0.9163, 0.7905, -4.5426], [2.3119, 0.1594, -4.6487], [3.2686, 1.1185, -5.0350], [3.3300, 2.1873, -4.1159], [1.9697, 2.8825, -3.9855], [-0.4454, 0.4371, -1.8022], [-0.4767, 1.1732, -0.2203], [-1.1135, 0.7239, 0.9147], [-3.1174, -4.5735, 1.7124], [-3.2795, -3.0494, 0.8389], [-4.5681, -3.5999, 1.9124], [-2.9959, -3.3722, 3.8652], [-3.3837, -1.8487, 3.0616], [-0.9276, -4.4726, 2.0074], [1.4434, -4.0133, 1.6212], [2.3771, -1.7872, 2.1669], [0.9112, -0.0538, 3.1261], [-2.2181, -0.5246, 4.4288], [-0.2080, 3.2399, 2.9864], [0.9504, 4.0294, 0.9299], [0.1851, 0.0544, -4.2091], [0.6189, 1.1784, -5.5224], [2.3302, -0.6174, -5.4142], [2.5861, -0.2790, -3.6763], [4.0835, 2.8758, -4.5001], [3.6421, 1.8175, -3.1273], [1.9988, 3.6541, -3.2180], [1.6834, 3.3167, -4.9482], [-1.7042, -0.1781, 0.8896]], "homo_lumo_gap_ev": 8.4394, "multiplicity": 1, "relative_energy_kcal_mol": 30.37, "smiles": "CCc1ccccc1NC(=O)c1ccc2nc(N3CCOCC3)sc2c1"}

7.
{"formula": "C5H10O", "method": "ωB97M-V/def2-TZVPD", "species": ["C", "C", "O", "C", "C", "C", "H", "H", "H", "H", "H", "H", "H", "H", "H", "H"], "xyz": [[-1.7521, -0.8298, -0.9834], [-0.3531, -0.9247, -0.4113], [0.2115, -1.9935, -0.2741], [0.3177, 0.4489, -0.0338], [1.8381, 0.3563, -0.2048], [-0.0757, 0.7094, 1.4358], [-2.3227, -0.0752, -0.4357], [-1.6437, -0.4816, -2.0181], [-2.2970, -1.7793, -1.0057], [-0.0544, 1.2838, -0.6703], [2.0681, 0.0900, -1.2398], [2.2569, -0.4234, 0.4390], [2.3556, 1.2989, 0.0196], [0.1213, -0.2374, 1.9799], [-1.1423, 0.9509, 1.5455], [0.4626, 1.5855, 1.8424]], "homo_lumo_gap_ev": 10.5017, "multiplicity": 1, "relative_energy_kcal_mol": 3.41, "smiles": "CC(=O)C(C)C"}

8.
{"formula": "C8H18ClIN2NdOPS", "method": "ωB97M-V/def2-TZVPD", "species": ["C", "I", "H", "H", "H", "Nd", "P", "C", "C", "H", "H", "H", "C", "H", "H", "H", "H", "H", "H", "C", "O", "Cl", "S", "C", "N", "C", "C", "N", "H", "H", "H", "H", "H", "H"], "xyz": [[2.4639, -2.3192, -0.2422], [2.9922, 0.2329, 0.7319], [1.4492, -2.1925, -0.6571], [2.3722, -2.3643, 0.8491], [2.8588, -3.2869, -0.5981], [-1.9996, -0.0302, 0.5431], [-1.0930, 0.0931, -2.2291], [0.6195, 0.5693, -2.6372], [-1.3218, -1.4044, -3.2627], [-3.0750, 1.3586, -2.7956], [-2.0871, 1.0288, -4.2506], [-1.5973, 2.3172, -3.0912], [-2.0517, 1.3235, -3.1930], [-2.1770, -1.9780, -2.8728], [-1.5268, -1.1123, -4.3050], [0.7007, 0.8256, -3.7045], [1.3132, -0.2481, -2.3992], [-0.4213, -2.0354, -3.2201], [0.9011, 1.4404, -2.0315], [3.3693, -1.2578, -0.7292], [4.1184, -1.1908, -1.6628], [-4.3706, -0.5058, 1.1917], [-0.6064, -1.7981, 2.0026], [-0.3355, -0.3100, 2.7983], [0.7577, 0.0810, 3.4339], [0.7431, 1.4817, 3.8622], [-0.6615, 1.9375, 3.5323], [-1.2301, 0.8013, 2.7249], [1.5883, -0.5012, 3.5241], [1.5086, 2.0627, 3.3260], [0.9471, 1.5257, 4.9406], [-0.7096, 2.8299, 2.9084], [-1.2583, 2.0684, 4.4386], [-2.1808, 0.5576, 3.0742]], "s_squared": 3.75, "charge": 2, "homo_lumo_gap_ev": [7.4433, 7.6752], "multiplicity": 4, "relative_energy_kcal_mol": 0.00}

Number 1: E_tot -3063.5581 Ha. Number 2: E_tot -2645.2297 Ha. Number 3: E_tot -1422.3940 Ha. Number 4: E_tot -1576.1085 Ha. Number 5: E_tot -394.5393 Ha. Number 6: E_tot -1487.7001 Ha. Number 7: E_tot -271.7472 Ha. Number 8: E_tot -2558.7130 Ha.